No. 1
{
  "formula": "C12H44N4O10",
  "method": "the ωB97M-V functional and the def2-TZVPD basis",
  "symbols": ["C", "C", "O", "H", "H", "H", "H", "H", "H", "C", "C", "O", "H", "H", "H", "H", "H", "H", "C", "O", "N", "N", "H", "H", "H", "H", "C", "O", "N", "N", "H", "H", "H", "H", "C", "O", "H", "H", "H", "H", "C", "O", "H", "H", "H", "H", "C", "O", "H", "H", "H", "H", "C", "O", "H", "H", "H", "H", "C", "O", "H", "H", "H", "H", "C", "O", "H", "H", "H", "H"],
  "xyz": [[6.1630, -11.8380, 15.8610], [7.2090, -11.0240, 16.6370], [7.7070, -10.0090, 15.8440], [5.8340, -12.7260, 16.4230], [6.5370, -12.2510, 14.8820], [5.2920, -11.1930, 15.6910], [7.9950, -11.6400, 17.0450], [6.7260, -10.6380, 17.6010], [8.3820, -9.5150, 16.2810], [5.4710, -17.4750, 17.0530], [5.9990, -16.7250, 15.8350], [6.1030, -15.3730, 16.1690], [6.2320, -17.5250, 17.8650], [5.2580, -18.4430, 16.7090], [4.4850, -17.1300, 17.3660], [5.3480, -16.7350, 14.9630], [6.9850, -17.0350, 15.5320], [6.5210, -14.9300, 15.4120], [9.2890, -13.2760, 14.6600], [8.4880, -13.9890, 15.4830], [10.3370, -12.6670, 15.0390], [9.1330, -13.2090, 13.3760], [10.5800, -12.7890, 16.0280], [10.9040, -12.1430, 14.4240], [8.3860, -13.8060, 13.0050], [9.7560, -12.7720, 12.7050], [3.0410, -14.1560, 15.7600], [3.1480, -14.8820, 14.5810], [2.2420, -13.1580, 15.8240], [3.6820, -14.4700, 16.8330], [1.8690, -12.6950, 14.9950], [2.2990, -12.4580, 16.5830], [4.5760, -15.0310, 16.7450], [3.6170, -13.8910, 17.7140], [8.7000, -11.5400, 21.5780], [8.1240, -10.9630, 20.4320], [8.4190, -12.5570, 21.6750], [8.2770, -10.9890, 22.4230], [9.7650, -11.5220, 21.6120], [8.1100, -10.0310, 20.5540], [4.0550, -15.8310, 20.1550], [4.7550, -14.6100, 20.4040], [3.5770, -15.8160, 19.1580], [3.3220, -15.8430, 20.9530], [4.7730, -16.6800, 20.2020], [5.5930, -14.7230, 20.0130], [4.0290, -11.7450, 18.4410], [3.0900, -12.7760, 18.8980], [3.8990, -11.3960, 17.3860], [5.0250, -12.0800, 18.6280], [3.8800, -10.7990, 18.9850], [3.3990, -12.9680, 19.7970], [10.1370, -17.0540, 16.8850], [9.8150, -16.5170, 15.6810], [10.0940, -16.3260, 17.6550], [11.1010, -17.5410, 16.8140], [9.3080, -17.6610, 17.1570], [9.2260, -15.8280, 15.8000], [7.9120, -14.4700, 18.9130], [6.7870, -15.3280, 18.7430], [8.2990, -14.6300, 19.9310], [7.6530, -13.4160, 18.7170], [8.7100, -14.7250, 18.2230], [6.6470, -15.4000, 17.8070], [11.6310, -13.3870, 19.1060], [11.0840, -13.3870, 17.7980], [11.9740, -14.3970, 19.1970], [10.8500, -13.2600, 19.8300], [12.3960, -12.5910, 19.3420], [11.7980, -13.7050, 17.2210]],
  "atomic_forces_ev_per_a": [[0.412, -0.273, -0.452], [-1.388, -0.855, 1.887], [-0.364, 0.552, -1.479], [0.148, 0.428, 0.001], [-0.198, 0.729, 0.928], [0.145, -0.230, -0.233], [0.511, -0.601, -0.248], [0.234, -0.083, -1.159], [0.591, 0.338, 0.594], [0.615, 0.427, -0.290], [-0.527, -0.363, -0.074], [0.943, 1.247, 0.003], [-0.813, 0.143, -0.472], [-0.027, -1.730, -0.297], [0.296, 0.480, 0.249], [-0.386, -0.711, 0.031], [0.452, -0.745, -0.051], [0.098, 0.418, 0.520], [-4.254, -4.256, 3.181], [2.855, 2.669, -3.296], [3.095, 1.296, 4.305], [-2.802, -1.266, -3.996], [-0.110, 0.616, -0.553], [0.484, 0.405, -0.328], [0.575, 0.668, 0.042], [-0.221, -0.197, 0.579], [1.641, -5.493, -7.121], [-0.179, 3.138, 4.960], [-3.412, 5.566, 0.252], [2.961, -1.143, 3.569], [0.298, -1.070, 0.121], [0.049, -1.210, -0.414], [-1.792, 1.021, -0.275], [-0.318, -0.909, -1.402], [-0.971, 1.101, 0.785], [0.111, -1.222, -0.993], [-0.571, -0.996, -0.166], [0.396, -0.339, 0.430], [1.027, 0.361, -0.156], [-0.011, 1.076, 0.056], [0.552, 0.283, -0.113], [-1.701, 0.299, 0.896], [0.050, -0.084, 0.453], [-0.310, -0.644, -0.092], [-0.685, 0.356, 0.100], [1.773, -0.092, -1.136], [-1.195, 0.985, 0.284], [0.631, 1.712, -0.372], [-0.104, -1.159, 0.704], [0.795, -0.222, -0.174], [-0.045, -0.374, 0.281], [-0.028, -0.434, -0.176], [-0.314, -0.413, 0.736], [1.868, -1.075, -2.796], [0.757, 1.047, 0.982], [0.005, -0.337, 0.291], [-0.293, -1.716, 0.614], [-1.971, 2.633, 0.122], [0.051, 0.004, 0.113], [0.784, 0.239, 1.482], [-0.233, 0.311, -0.230], [0.079, -0.221, 0.348], [0.130, -0.032, -0.185], [-0.365, 0.129, -1.217], [0.427, 0.290, 0.174], [0.397, 0.711, -0.747], [0.917, -0.416, 0.890], [-0.678, 0.156, 0.128], [-0.518, -0.887, -0.650], [-0.367, -0.035, 0.249]],
  "mulliken_charge": [-0.43, -0.10, -0.58, -0.24, 0.21, 0.44, 0.04, 0.26, 0.34, -1.19, -0.35, -0.10, 0.25, 0.57, 0.20, 0.35, 0.46, -0.08, 0.37, -0.38, -0.29, -0.40, 0.36, 0.14, 0.27, 0.16, 0.61, -0.78, -0.38, -0.06, 0.28, 0.23, -0.07, 0.27, -0.71, -0.40, 0.22, 0.37, 0.28, 0.26, -0.52, -0.61, 0.12, 0.33, 0.23, 0.48, -0.44, -0.62, 0.10, 0.09, 0.38, 0.31, -0.45, -0.52, 0.09, 0.30, 0.27, 0.35, 0.05, -0.58, 0.38, -0.12, -0.26, 0.34, -0.64, -0.50, 0.38, 0.09, 0.26, 0.27],
  "molar_mass_g_mol": 404.50,
  "charge": 0,
  "smiles": "NC(N)=O.NC(N)=O.CCO.CCO.CO.CO.CO.CO.CO.CO",
  "orbital_gap_ev": 8.15,
  "e_above_lowest_kcal_mol": 49.7,
  "total_energy_ha": -1454.891560
}

---

No. 2
{
  "formula": "C12H44O12",
  "method": "the ωB97M-V functional and the def2-TZVPD basis",
  "symbols": ["C", "O", "H", "H", "H", "H", "C", "O", "H", "H", "H", "H", "C", "O", "H", "H", "H", "H", "C", "O", "H", "H", "H", "H", "C", "O", "H", "H", "H", "H", "C", "O", "H", "H", "H", "H", "C", "O", "H", "H", "H", "H", "C", "O", "H", "H", "H", "H", "C", "C", "O", "O", "H", "H", "H", "H", "H", "H", "C", "C", "O", "O", "H", "H", "H", "H", "H", "H"],
  "xyz": [[1.9845, -3.4115, -2.1660], [2.4593, -4.7440, -1.9794], [2.9020, -2.8220, -2.2016], [1.5543, -3.3859, -3.1687], [1.2222, -3.0963, -1.4577], [2.6298, -4.9116, -1.0479], [1.1282, 3.0888, -0.1086], [0.3400, 4.2020, 0.2567], [1.5805, 3.2285, -1.0903], [1.9568, 2.9533, 0.5861], [0.5314, 2.1762, -0.1991], [0.3723, 4.2377, 1.2177], [-0.2148, 2.2577, 4.1656], [-0.3937, 2.4067, 2.7658], [-0.9155, 2.9014, 4.7153], [-0.3129, 1.2162, 4.4780], [0.7765, 2.6291, 4.4281], [-1.1757, 1.9042, 2.4891], [3.1287, 0.2151, 2.0335], [2.6853, -1.1205, 2.0666], [3.7943, 0.3926, 1.1809], [2.2962, 0.9220, 1.9917], [3.7232, 0.4230, 2.9230], [2.2598, -1.3148, 1.2232], [-4.0255, -1.7893, -0.6760], [-4.0442, -0.6755, 0.2380], [-3.8774, -2.7084, -0.1202], [-4.9644, -1.8200, -1.2315], [-3.2099, -1.6757, -1.3940], [-3.9310, 0.0947, -0.3329], [-0.2567, -0.8244, 0.7871], [0.8392, -0.7443, -0.1088], [-0.4369, 0.1325, 1.2759], [-1.1550, -1.2234, 0.2972], [-0.0295, -1.5773, 1.5439], [0.6302, -0.1994, -0.8749], [-0.0229, -0.7311, -4.1826], [0.2316, 0.1231, -3.0710], [0.8377, -0.7146, -4.8658], [-0.1860, -1.7388, -3.8223], [-0.8368, -0.3454, -4.8030], [0.2193, 1.0530, -3.3544], [0.7231, -4.6326, 1.3658], [2.0434, -4.2141, 1.6564], [0.0774, -4.5926, 2.2494], [0.2748, -3.9665, 0.6159], [0.7859, -5.6438, 0.9745], [2.1071, -3.4207, 2.1963], [3.3601, 1.5652, -3.3532], [2.6293, 2.8497, -3.7001], [1.2237, 2.6029, -3.9395], [2.8694, 0.8953, -2.2163], [4.4031, 1.8181, -3.1400], [3.3726, 0.9220, -4.2426], [3.0885, 3.2772, -4.5993], [2.6974, 3.6396, -2.9546], [1.1706, 2.3946, -4.8792], [2.0515, 0.4375, -2.4757], [-3.6756, 1.6790, 3.0392], [-4.9935, 0.9502, 3.2554], [-5.7756, 0.8776, 2.0722], [-2.6926, 0.8272, 2.4281], [-3.2896, 2.0505, 3.9883], [-3.8543, 2.5440, 2.3918], [-5.5820, 1.5142, 3.9806], [-4.7755, -0.0566, 3.6297], [-5.2063, 0.5392, 1.3700], [-3.1272, 0.1596, 1.8801]],
  "atomic_forces_ev_per_a": [[0.928, -0.687, -0.652], [-0.600, -0.511, 0.054], [-0.485, 0.861, 0.343], [-0.080, -0.024, 0.015], [0.257, 0.172, 0.258], [0.009, 0.251, 0.086], [0.258, -0.181, -0.350], [0.135, 0.159, -0.015], [-0.150, 0.336, -0.018], [-0.057, -0.291, 0.082], [0.019, -0.089, 0.336], [-0.326, -0.059, 0.009], [-0.147, 0.406, -0.106], [0.243, 0.119, -0.033], [-0.097, -0.272, 0.039], [-0.007, 0.036, 0.083], [0.081, -0.198, -0.146], [0.098, -0.036, 0.104], [0.335, 0.366, -0.247], [-0.043, -0.562, 0.279], [-0.161, 0.032, -0.059], [-0.034, 0.022, -0.009], [-0.162, -0.181, 0.149], [0.034, 0.274, -0.195], [-0.066, 0.254, -0.130], [0.212, 0.027, -0.459], [-0.081, 0.031, 0.146], [-0.018, -0.178, 0.086], [0.051, -0.054, 0.090], [0.056, 0.097, 0.205], [-0.229, -0.339, -0.141], [0.236, -0.367, 0.108], [-0.177, -0.045, 0.004], [-0.048, 0.411, -0.098], [0.299, 0.216, 0.076], [-0.189, -0.004, 0.004], [0.611, 0.872, -0.592], [-0.290, -0.153, 0.310], [0.100, -0.323, 0.193], [-0.181, -0.030, -0.006], [-0.374, -0.307, 0.338], [0.207, -0.093, 0.041], [-0.023, 0.932, 0.216], [0.491, -0.463, -0.223], [0.043, -0.254, -0.014], [-0.051, -0.220, -0.079], [-0.092, -0.038, 0.030], [-0.316, 0.138, -0.012], [0.387, 0.295, 0.167], [-0.175, 0.055, -0.234], [0.372, 0.092, -0.371], [-0.208, -0.046, -0.196], [-0.015, 0.007, -0.046], [-0.103, -0.109, 0.045], [-0.056, -0.096, -0.040], [-0.061, -0.307, 0.337], [-0.229, 0.070, 0.046], [0.105, 0.105, 0.090], [-0.352, -0.223, -0.335], [0.169, 0.337, -0.150], [0.177, 0.145, 0.022], [-0.071, 0.241, 0.333], [0.219, -0.203, 0.010], [-0.021, 0.027, 0.050], [-0.049, -0.197, 0.035], [-0.095, 0.048, 0.210], [-0.309, -0.299, 0.021], [0.097, 0.006, -0.094]],
  "mulliken_charge": [-0.11, -0.59, 0.27, 0.19, -0.06, 0.30, 0.30, -0.61, -0.21, 0.22, -0.07, 0.34, -0.79, -0.26, 0.29, 0.28, 0.30, 0.31, -0.30, -0.55, 0.21, -0.08, 0.33, 0.26, -0.62, -0.57, 0.28, 0.29, 0.14, 0.29, -0.18, 0.21, -0.08, 0.21, 0.23, -0.21, -0.73, -0.25, 0.27, 0.20, 0.32, 0.25, -0.55, -0.51, 0.33, 0.12, 0.29, 0.33, -0.22, -0.68, -0.55, -0.40, 0.33, 0.27, 0.41, 0.25, 0.31, 0.22, -0.32, -0.61, -0.52, -0.51, 0.28, 0.27, 0.37, 0.29, 0.42, 0.39],
  "molar_mass_g_mol": 380.47,
  "charge": 0,
  "smiles": "OCCO.OCCO.CO.CO.CO.CO.CO.CO.CO.CO",
  "orbital_gap_ev": 9.90,
  "e_above_lowest_kcal_mol": 0.0,
  "total_energy_ha": -1386.311281
}

---

No. 3
{
  "formula": "C12H44O16",
  "method": "the ωB97M-V functional and the def2-TZVPD basis",
  "symbols": ["O", "H", "H", "O", "H", "H", "O", "H", "H", "O", "H", "H", "C", "C", "O", "O", "H", "H", "H", "H", "H", "H", "C", "C", "O", "O", "H", "H", "H", "H", "H", "H", "C", "C", "O", "O", "H", "H", "H", "H", "H", "H", "C", "C", "O", "O", "H", "H", "H", "H", "H", "H", "C", "C", "O", "O", "H", "H", "H", "H", "H", "H", "C", "C", "O", "O", "H", "H", "H", "H", "H", "H"],
  "xyz": [[0.8746, -0.2332, -0.0526], [0.1670, -0.5414, 0.5526], [0.5405, 0.6195, -0.3018], [2.9588, -0.8921, 1.4547], [2.8344, -1.6567, 1.9394], [2.2336, -0.9387, 0.8289], [0.9910, -2.6874, -1.6906], [1.1135, -1.8248, -1.3996], [1.8528, -3.0510, -1.8376], [-1.0414, -0.3459, 1.9386], [-0.8016, 0.5038, 1.6768], [-1.5529, -0.2240, 2.7532], [-4.8207, -1.9570, 0.5880], [-3.6946, -2.9115, 1.0048], [-2.5234, -2.3641, 0.4453], [-5.8789, -2.4116, 1.3696], [-5.0887, -2.0085, -0.4921], [-4.5957, -0.9225, 0.7982], [-3.8187, -3.9018, 0.5456], [-3.6144, -2.9736, 2.1039], [-2.3893, -1.6054, 1.0046], [-6.4302, -2.9791, 0.9021], [4.5249, 0.7926, -3.2204], [3.3696, 0.1804, -2.3343], [3.7447, -1.1629, -1.9220], [4.3625, 2.1124, -3.5297], [4.8168, 0.1523, -4.0673], [5.5040, 0.6706, -2.5602], [2.4774, 0.0737, -3.0456], [3.0949, 0.8366, -1.4683], [4.4501, -1.2315, -1.2093], [4.0390, 2.4685, -2.7075], [-2.0769, 0.2705, -1.7358], [-0.8140, 0.7195, -2.5611], [-0.0065, 1.6857, -1.9196], [-2.5498, -1.0221, -2.2028], [-2.9047, 0.9712, -1.7704], [-1.8174, 0.0743, -0.6495], [-1.0870, 1.0858, -3.5264], [-0.1782, -0.1910, -2.6490], [0.6332, 1.9145, -2.6618], [-3.5061, -1.0012, -2.3627], [-1.6620, 3.0928, 1.4964], [-2.8824, 2.1734, 1.6460], [-4.0698, 2.9136, 1.9428], [-0.6176, 2.2970, 1.0652], [-1.2749, 3.7022, 2.3230], [-1.9708, 3.7486, 0.6637], [-2.7331, 1.5326, 2.5887], [-3.0090, 1.4480, 0.7801], [-4.2422, 3.4645, 1.1844], [-0.0802, 2.9941, 0.7095], [2.5063, 4.3945, 0.4847], [2.2949, 3.5436, -0.7269], [3.6348, 3.2347, -1.1778], [1.1932, 4.4571, 1.0662], [2.8711, 5.3606, 0.2573], [3.1276, 4.0808, 1.3252], [1.6917, 4.0640, -1.4366], [1.6872, 2.6417, -0.5343], [4.1217, 4.0196, -1.2124], [1.2619, 4.9863, 1.8228], [-0.4179, -4.5139, 2.0359], [1.0609, -4.4523, 1.4978], [1.9426, -3.6936, 2.3435], [-0.7646, -3.3063, 2.5787], [-0.5896, -5.2793, 2.8096], [-1.1169, -4.7857, 1.1999], [1.0278, -3.9088, 0.5502], [1.4307, -5.3906, 1.2634], [2.3854, -4.2812, 3.0409], [-0.1988, -2.6309, 2.3845]],
  "atomic_forces_ev_per_a": [[-0.806, -0.981, 0.475], [0.688, -0.318, -0.432], [-0.031, 0.976, -0.652], [0.778, 2.047, -1.155], [-0.124, -2.653, 1.819], [-0.112, 0.562, -0.433], [-1.236, -2.534, -0.794], [0.486, 2.607, 0.994], [0.812, -0.033, -0.159], [-1.116, -2.520, 1.266], [0.764, 2.858, -0.644], [0.318, -0.263, -0.225], [-0.061, -1.920, -0.304], [0.561, 0.930, -1.379], [0.445, -0.499, -0.016], [-0.605, 1.873, 2.029], [0.511, -0.102, 0.497], [0.148, 0.375, 0.385], [-0.234, 0.168, 0.366], [-0.285, -0.136, -0.376], [0.929, 0.590, 0.055], [-1.396, -1.411, -1.300], [2.445, -2.252, 2.780], [0.403, -0.589, -1.242], [0.368, 0.382, 0.555], [-0.460, 0.428, -1.263], [-0.849, 0.377, -0.088], [-1.554, 0.177, -0.783], [0.914, -0.116, 1.257], [0.355, -0.577, -0.708], [-1.448, 0.902, -1.243], [-0.248, 0.959, 0.564], [0.472, -1.171, 0.779], [-0.499, -2.331, 1.022], [1.054, 1.245, -1.230], [0.245, 0.925, -0.553], [0.079, 0.458, -0.061], [0.037, 0.634, -1.148], [-0.455, 0.051, -0.768], [-0.709, 0.254, -0.301], [-0.881, -0.144, 1.715], [0.558, 0.205, 0.140], [-1.843, -0.078, -0.914], [-0.196, -0.913, 2.438], [0.577, -0.552, -0.100], [0.526, -0.775, -0.424], [-1.034, -0.153, 0.341], [0.234, 0.388, 0.237], [-0.290, 0.755, -1.361], [0.338, 1.135, 0.785], [-0.274, 0.381, -0.372], [1.652, -0.076, -0.418], [-1.848, -0.696, 1.775], [1.643, -0.647, 0.752], [-2.040, -2.234, -0.272], [-0.385, -0.324, -1.615], [0.211, 1.325, -0.751], [0.585, -1.022, -0.728], [-0.096, 0.771, -0.856], [1.023, 0.040, 0.231], [1.166, 1.947, -0.126], [-0.196, 1.159, 1.775], [0.884, -1.023, -0.909], [-1.665, 1.879, 0.328], [0.822, -1.459, 1.357], [-3.206, -1.466, 1.857], [0.408, 0.040, -0.100], [0.707, 0.247, 0.307], [-0.033, 0.187, 0.100], [0.808, -2.053, -0.169], [-1.224, 1.182, -1.583], [2.491, 2.598, -1.022]],
  "mulliken_charge": [0.61, 0.31, -0.25, -0.66, 0.34, 0.22, -0.68, 0.13, 0.31, -0.36, -0.08, 0.36, -0.05, -0.38, -0.15, -0.56, 0.16, 0.06, 0.34, 0.27, -0.01, 0.34, -0.38, 0.09, -0.56, -0.55, 0.34, 0.22, -0.01, 0.10, 0.33, 0.43, 0.21, -0.86, -0.39, -0.57, 0.55, -0.28, 0.52, 0.25, 0.28, 0.30, -0.32, 0.22, -0.56, -0.56, 0.15, 0.32, 0.06, -0.15, 0.36, 0.30, -0.78, 0.88, -0.62, -0.54, 0.44, 0.35, 0.26, -0.69, 0.31, 0.27, -0.17, -0.67, -0.52, -0.45, 0.33, 0.12, 0.21, 0.60, 0.27, 0.27],
  "molar_mass_g_mol": 444.47,
  "charge": 0,
  "smiles": "OCCO.OCCO.OCCO.OCCO.OCCO.OCCO.O.O.O.O",
  "orbital_gap_ev": 9.27,
  "e_above_lowest_kcal_mol": 90.2,
  "total_energy_ha": -1687.238607
}